A molecular structure, C34H40N9O4S3Ti in a non-equilibrium geometry, computed with the ωB97M-V functional and the def2-TZVPD basis.

Each line ends with the Löwdin spin population.
CARTESIAN COORDINATES (ANGSTROEM)
Ti -0.7405 0.7094 -0.9215  0.947
N -3.5212 -1.2817 1.8550  -0.001
C -2.7289 -1.0129 0.7895  0.000
S -3.2942 0.1881 -0.3392  -0.003
N -1.6006 -1.6573 0.7296  0.003
N -0.7978 -1.3956 -0.3975  0.003
C -0.0724 -2.4075 -0.6869  0.009
C 0.9179 -2.5160 -1.7586  0.001
C 1.7518 -3.6273 -1.7599  0.001
C 2.7461 -3.7131 -2.7215  0.000
C 2.8667 -2.6888 -3.6431  0.001
C 1.9651 -1.6333 -3.5825  0.001
N 1.0049 -1.5456 -2.6699  0.002
H -4.4372 -0.8756 1.9026  0.000
H -3.3162 -2.0968 2.4100  0.000
H -0.1873 -3.2812 -0.0497  0.000
H 1.6330 -4.3976 -1.0087  0.000
H 3.4164 -4.5619 -2.7468  0.000
H 3.6329 -2.7047 -4.4060  0.000
H 2.0191 -0.8245 -4.3039  0.000
N -5.0473 0.2479 -3.3425  0.000
C -3.6684 0.8732 -3.3719  0.001
C -2.8741 0.4752 -4.5923  0.000
C -1.4600 1.0231 -4.3862  0.000
N -0.8155 0.3879 -3.2032  0.003
C -1.5007 2.5423 -4.2336  0.000
C -2.3805 3.0050 -3.0760  0.000
N -1.7497 2.6957 -1.7689  0.009
C -3.7743 2.3743 -3.1778  0.000
H -4.9940 -0.7516 -3.5469  0.000
H -5.6917 0.6774 -4.0087  0.000
H -5.4327 0.3386 -2.3969  0.000
H -3.1809 0.4251 -2.5167  0.001
H -3.2873 0.8899 -5.5164  0.000
H -2.8416 -0.6144 -4.6956  0.000
H -0.8727 0.7819 -5.2734  0.000
H 0.1420 0.7772 -3.2049  0.002
H -0.6320 -0.6005 -3.3758  0.001
H -1.9015 2.9632 -5.1597  0.000
H -0.4928 2.9352 -4.1169  0.000
H -2.5089 4.0857 -3.1536  0.000
H -2.3860 2.9603 -1.0207  0.001
H -0.9357 3.3033 -1.6476  0.003
H -4.2860 2.8286 -4.0334  0.000
H -4.3595 2.6094 -2.2820  0.000
O 0.9867 3.4010 -0.9140  0.007
S 1.7321 2.3785 -1.6076  0.011
O 1.4352 2.2574 -3.0224  0.005
N 1.4595 0.9150 -0.8936  0.011
C 2.5939 0.4047 -0.3660  0.002
S 2.7271 -0.9970 0.5043  0.000
C 3.7809 1.2687 -0.6469  0.000
C 5.1032 1.0292 -0.3153  0.000
C 6.0517 1.9768 -0.6759  0.000
C 5.6936 3.1432 -1.3493  0.000
C 4.3697 3.3926 -1.6855  0.000
C 3.4481 2.4332 -1.3179  0.001
H 5.3749 0.1251 0.2122  0.000
H 7.0914 1.8088 -0.4282  0.000
H 6.4563 3.8637 -1.6142  0.000
H 4.0776 4.2943 -2.2073  0.000
C 3.5683 -3.6271 4.8892  0.000
O 2.5625 -2.7698 4.3417  0.000
C 1.3100 -2.8590 4.8421  0.000
C 0.9102 -3.7087 5.8635  0.000
C -0.4177 -3.7176 6.2646  0.000
C -1.3548 -2.9006 5.6484  0.000
C -0.9615 -2.0497 4.6293  0.000
C 0.3691 -2.0127 4.2435  0.000
N 0.8667 -1.2269 3.1643  -0.001
C 0.4510 -0.1476 2.5910  0.000
C -0.4863 0.8457 3.0277  -0.001
C -0.7229 1.1707 4.3751  0.000
C -1.4822 2.2669 4.7042  -0.001
C -2.0219 3.0610 3.6879  0.000
C -1.7865 2.7742 2.3591  -0.001
C -1.0072 1.6718 2.0177  -0.001
O -0.7574 1.3792 0.7493  -0.013
H 3.2998 -4.6751 4.7536  0.000
H 3.7195 -3.4124 5.9470  0.000
H 4.4772 -3.4066 4.3401  0.000
H 1.6238 -4.3592 6.3472  0.000
H -0.7210 -4.3780 7.0660  0.000
H -2.3901 -2.9243 5.9606  0.000
H -1.6890 -1.4237 4.1317  0.000
H 1.6820 -1.6472 2.7223  0.000
H 0.9685 0.0456 1.6556  0.000
H -0.2685 0.5760 5.1560  0.000
H -1.6449 2.5249 5.7413  0.000
H -2.6218 3.9245 3.9467  0.000
H -2.1824 3.4003 1.5721  0.000

Output
Relative energy (zero: lowest compared OMol25 entry of this formula, charge and spin): 0.0 kJ/mol
Spin multiplicity: 2
Frontier orbital gap (spin up / spin down): 7.57 / 7.63 eV
Energy: -4157.07881 hartree
Charge: +2


2 unconnected molecules or ions with the total composition C34H41N3O6 in a non-equilibrium geometry, computed with the ωB97M-V functional and the def2-TZVPD basis.

Each line ends with the Mulliken charge.
CARTESIAN COORDINATES (ANGSTROEM)
C -7.0941 0.2789 1.9047  -0.830
O -7.2429 -0.5777 0.7973  -0.451
C -6.1100 -0.6765 -0.0227  0.458
C -4.9544 0.0871 0.1087  -0.603
C -3.8620 -0.0904 -0.7242  -0.564
C -2.6090 0.7009 -0.5011  -1.237
C -1.6126 0.0107 0.4314  0.150
C -2.1900 -0.1907 1.8255  0.026
O -3.1468 -0.8737 2.1248  -0.670
N -1.4239 0.5608 2.6887  0.488
C -1.7529 0.6072 4.1041  -1.158
C -0.2486 1.2308 2.0500  0.262
C -0.3713 2.7409 2.2290  -1.568
C 1.0288 0.6741 2.6724  -1.565
N -0.3677 0.8266 0.5997  0.765
C 0.4971 1.1275 -0.4138  0.186
C 1.6167 1.9118 -0.2501  0.726
C 2.5247 2.2632 -1.2280  -0.761
C 3.6616 3.0777 -0.9632  0.943
C 4.5546 3.4153 -1.9966  -0.333
C 5.6530 4.2040 -1.7519  -0.741
C 5.9031 4.6811 -0.4783  -0.358
C 5.0434 4.3633 0.5560  -0.817
C 3.9417 3.5780 0.3250  -0.379
C -3.9214 -1.0604 -1.7109  -0.635
C -5.0566 -1.8480 -1.8893  0.506
O -5.1983 -2.8669 -2.8419  -0.436
C -4.1187 -2.9940 -3.7350  -0.866
C -6.1638 -1.6397 -1.0456  1.242
O -7.3258 -2.4234 -1.2043  -0.571
C -7.2459 -3.5994 -0.4444  -0.641
H -7.9996 0.2137 2.5104  0.257
H -6.2367 -0.0346 2.5046  0.336
H -6.9692 1.3082 1.5636  0.319
H -4.8766 0.7937 0.9126  0.425
H -2.1310 0.9133 -1.4620  0.572
H -2.8614 1.6770 -0.0764  0.477
H -1.3355 -0.9708 0.0240  0.374
H -2.6655 0.0409 4.2848  0.367
H -0.9517 0.1775 4.7004  0.320
H -1.9163 1.6335 4.4229  0.357
H -1.3371 3.0901 1.8692  0.340
H -0.2863 3.0076 3.2815  0.466
H 0.3978 3.2830 1.6860  0.342
H 1.0288 -0.4133 2.6264  0.307
H 1.9224 1.0179 2.1600  0.397
H 1.1078 0.9715 3.7172  0.479
H 0.2722 0.7377 -1.3877  0.481
H 1.7935 2.2958 0.7310  -0.801
H 2.3733 1.9082 -2.2315  0.400
H 4.3650 3.0501 -2.9900  0.362
H 6.3232 4.4548 -2.5563  0.416
H 6.7660 5.2965 -0.2882  0.413
H 5.2357 4.7336 1.5490  0.410
H 3.2889 3.3527 1.1479  0.375
H -3.0590 -1.2219 -2.3295  0.500
H -4.3594 -3.7830 -4.4494  0.244
H -3.9688 -2.0569 -4.2741  0.338
H -3.2154 -3.2691 -3.1880  0.348
H -8.1616 -4.1732 -0.5824  0.278
H -6.3913 -4.1904 -0.7776  0.238
H -7.1314 -3.3429 0.6101  0.227
C 1.0364 -3.6397 1.9326  -1.392
C 1.6609 -3.0124 0.7038  0.367
O 3.0095 -2.6643 0.9014  -0.417
C 3.5554 -2.2698 -0.2948  0.625
C 4.8291 -1.6157 -0.2241  -1.344
C 5.4613 -1.0339 -1.3204  1.342
C 5.0084 -1.1996 -2.6409  -0.424
C 5.6532 -0.5721 -3.6626  -0.421
N 6.6897 0.2509 -3.5046  -0.790
C 7.1097 0.4316 -2.2528  -0.327
C 6.5706 -0.1823 -1.1629  -0.623
O 2.9740 -2.4233 -1.3641  -0.764
H -0.0536 -3.6558 1.8647  0.329
H 1.3869 -4.6636 2.0673  0.397
H 1.3240 -3.0875 2.8281  0.309
H 1.6187 -3.6863 -0.1641  0.437
H 1.1432 -2.0865 0.4140  -0.191
H 5.2733 -1.4973 0.7454  0.320
H 4.1533 -1.8261 -2.8215  0.482
H 5.3009 -0.7140 -4.6738  0.378
H 7.9152 1.1378 -2.1179  0.422
H 6.9514 0.0095 -0.1770  0.357

Output
Spin multiplicity: 1
Frontier orbital gap: 2.68 eV
Energy: -1935.75433 hartree


A molecular structure, C34H41N4O3PdSSe, computed with the ωB97M-V functional and the def2-TZVPD basis.

Each line ends with the Löwdin spin population.
CARTESIAN COORDINATES (ANGSTROEM)
Pd 0.5248 0.3537 -0.6808  1.477
C 4.4234 -0.4221 5.3551  0.000
C 3.3408 -0.2688 4.3205  0.000
C 2.0054 -0.2384 4.6459  0.000
C 0.9964 -0.1811 3.6614  0.005
C -0.3615 -0.0734 4.1104  0.000
N -1.4200 -0.6962 3.6711  0.000
C -1.4644 -1.9550 2.8902  0.000
C -1.7584 -1.8987 1.3958  0.002
C -3.1656 -1.8793 0.8128  0.002
N -3.9960 -0.6549 0.9711  0.033
C -4.3856 0.1897 0.0769  0.019
C -3.9132 0.3847 -1.2924  0.108
C -4.8352 0.7396 -2.2410  0.045
C -4.4549 0.9831 -3.5860  0.229
C -5.4782 1.2498 -4.6304  0.046
C -3.0795 0.9652 -3.9053  -0.023
C -2.0934 0.6965 -2.9890  0.133
C -0.6971 0.7890 -3.4733  -0.005
N 0.3762 0.5817 -2.8240  0.143
C 1.6434 0.8072 -3.5657  0.010
C 2.8736 0.1482 -2.9542  0.003
C 3.4494 0.7731 -1.6851  0.008
N 2.6556 0.4946 -0.4776  0.107
C 3.2658 0.3085 0.6299  0.010
C 2.7076 0.0420 1.9552  0.006
C 3.6510 -0.1136 2.9656  -0.001
C 1.3103 -0.0089 2.2775  0.008
O 0.3651 0.1785 1.4369  0.082
C -2.4874 0.3651 -1.6169  0.067
O -1.6813 0.1329 -0.7098  0.275
H 4.0016 -0.5177 6.3536  0.000
H 5.0921 0.4392 5.3546  0.000
H 5.0270 -1.3088 5.1607  0.000
H 1.7182 -0.3032 5.6905  0.000
H -0.5696 0.5939 4.9451  0.000
H -2.2819 -0.4345 4.1304  0.000
H -2.1618 -2.5952 3.4353  0.000
H -0.4697 -2.3865 3.0054  0.000
H -1.3410 -2.8239 0.9930  0.001
H -1.1753 -1.0970 0.9778  -0.001
H -3.7883 -2.6808 1.2165  0.001
H -3.0834 -2.0387 -0.2599  0.001
H -4.4974 -0.5889 1.8513  0.000
H -5.1933 0.8444 0.3955  0.001
H -5.8854 0.8234 -1.9820  -0.001
H -6.4267 1.5685 -4.2036  0.002
H -5.6614 0.3312 -5.1998  0.021
H -5.1315 1.9984 -5.3428  0.008
H -2.7923 1.2024 -4.9241  -0.004
H -0.6273 1.0800 -4.5250  0.002
H 1.7882 1.8904 -3.6218  0.004
H 1.5093 0.4403 -4.5849  0.003
H 3.6549 0.2208 -3.7134  0.000
H 2.6940 -0.9178 -2.8034  0.002
H 3.5134 1.8579 -1.8099  0.000
H 4.4654 0.4006 -1.5368  0.003
H 4.3583 0.3534 0.6145  0.005
H 4.6997 -0.0767 2.6850  0.000
O 0.1704 2.5419 -0.5435  0.100
S 1.2414 3.5889 -0.8878  0.007
C 0.3372 5.1344 -1.1340  0.008
C 0.1943 5.7793 0.2394  0.001
C 1.5608 5.6008 0.8946  0.000
C 1.9229 4.1269 0.7112  -0.001
H -0.5903 4.8775 -1.6433  0.000
H 0.9570 5.7376 -1.8011  0.001
H -0.5766 5.2626 0.8147  0.000
H -0.0948 6.8253 0.1541  0.000
H 1.5615 5.8682 1.9500  0.000
H 2.2994 6.2327 0.3983  0.000
H 1.4063 3.4794 1.4232  0.000
H 2.9905 3.9154 0.7341  0.000
Se 1.4184 -2.5122 -0.8359  0.739
C 0.8779 -4.2973 -0.7340  0.098
C 1.1441 -5.1320 -1.8290  0.069
C 0.7753 -6.4642 -1.7794  -0.004
C 0.1915 -6.9828 -0.6292  0.084
C -0.0397 -6.1679 0.4766  -0.001
C 0.2886 -4.8269 0.4239  0.057
H 1.6370 -4.7324 -2.7049  0.002
H 0.9687 -7.1077 -2.6267  -0.001
H -0.0683 -8.0320 -0.5861  0.004
H -0.4664 -6.5878 1.3776  -0.001
H 0.1396 -4.1951 1.2905  0.002

Output
Spin multiplicity: 5
Frontier orbital gap (spin up / spin down): 6.03 / 4.14 eV
Energy: -4691.45259 hartree
Charge: +3


A molecular structure, C34H42BeBrCaClI2LiNNaO12S2 in a non-equilibrium geometry, computed with the ωB97M-V functional and the def2-TZVPD basis.

Each line ends with the Mulliken charge.
CARTESIAN COORDINATES (ANGSTROEM)
C 0.6710 -7.2658 0.7673  -0.035
C 0.7370 -6.4011 -0.1004  -0.763
C 0.6928 -5.1634 -1.0703  0.457
C 0.9197 -3.7860 -0.2975  0.662
C 0.3038 -3.7243 1.0829  -0.660
C 0.4271 -2.4897 1.9567  0.390
C -0.3007 -2.5347 3.3479  -0.949
C -1.8901 -2.5386 3.1599  1.341
C -2.6648 -3.7328 2.7098  -0.775
C -4.1543 -3.6685 2.5880  -0.283
C -4.9874 -2.4166 2.8993  -0.875
C -4.2130 -1.2099 3.3439  -0.638
C -2.6935 -1.2656 3.4728  -0.367
C 1.2192 -1.3511 1.4019  -0.042
C 1.8414 -1.4112 0.0122  0.116
C 1.6949 -2.6176 -0.8952  0.521
C 2.2992 -2.6569 -2.3454  -0.476
I 0.7669 -3.1020 -3.8841  0.297
C 3.6289 -3.5646 -2.4753  -0.469
C 4.8315 -2.6139 -2.9967  -0.240
I 3.4699 -5.1453 -4.0220  0.073
C 2.6527 -0.1140 -0.4141  0.071
O 3.7080 -0.1367 -1.0426  -0.559
C 2.0020 1.2515 0.0922  0.368
C 2.0194 2.5273 -0.8478  -0.549
C 3.5527 2.9628 -1.0809  -0.638
C 4.0054 2.7901 -2.5920  -0.046
C 3.0557 3.5963 -3.6060  -0.672
N 2.7956 4.9830 -3.1264  -0.475
C 1.4295 1.3092 1.3562  -0.900
C 1.4016 -0.0127 2.2441  -0.134
O 1.5477 0.0208 3.4497  -0.556
H 0.9891 -7.8720 1.6615  0.340
H -0.3563 -5.1444 -1.4973  0.396
H 1.4173 -5.3044 -1.9251  -0.367
H -0.2896 -4.6021 1.4889  0.090
H -0.0728 -1.6729 4.0382  0.115
H 0.0262 -3.4827 3.8891  0.379
H -2.1622 -4.7119 2.4621  0.238
H -4.7416 -4.5687 2.2242  0.461
H -6.1091 -2.3856 2.8113  0.430
H -4.7826 -0.2552 3.5661  0.604
H -2.1973 -0.3103 3.8266  0.630
H 2.6292 -1.5912 -2.5969  0.244
H 3.9766 -3.9993 -1.4878  0.468
H 4.5681 -2.0847 -3.9848  -0.485
H 5.1284 -1.8520 -2.2025  0.158
H 5.7603 -3.2266 -3.2194  0.467
H 1.4463 3.3627 -0.3243  0.397
H 1.4980 2.2166 -1.8148  0.284
H 4.1986 2.2900 -0.4227  0.362
H 3.6603 4.0190 -0.6772  0.404
H 4.1319 1.7024 -2.9064  0.025
H 5.0437 3.2524 -2.6959  0.023
H 3.5909 3.6913 -4.6054  0.370
H 2.1076 3.0014 -3.8166  0.308
H 2.2243 4.9879 -2.2697  0.224
H 2.1855 5.4166 -3.8397  0.277
H 0.9848 2.2649 1.7530  0.326
Ca 3.5246 -1.3827 -5.5838  0.117
O -3.8655 2.1033 7.7997  -0.485
S -3.5945 0.9582 6.7996  1.479
O -2.9114 1.5021 5.6331  -0.546
O -4.8664 0.3730 6.4116  -0.581
O -2.7337 -0.0913 7.4386  -0.601
C 3.8066 7.9868 -1.4028  -1.045
C 4.4390 8.9490 -2.3955  -0.351
O 3.6030 10.0709 -2.5928  -0.474
H 2.8319 7.6532 -1.7619  0.278
H 4.4448 7.1047 -1.2447  0.228
H 3.6411 8.4786 -0.4377  0.528
H 4.5823 8.4619 -3.3614  0.354
H 5.4226 9.3016 -2.0351  0.262
H 3.4857 10.5071 -1.7378  0.308
Cl -1.2501 -1.0958 5.9083  0.125
C -4.8478 0.0196 -1.6743  -0.717
C -5.0957 1.5255 -1.8034  -0.624
C -6.0836 1.9242 -0.7039  -0.707
S -5.8423 0.7562 0.6329  1.246
O -7.0400 -0.0329 0.7750  -0.669
O -5.2292 1.4328 1.7505  -0.655
C -4.6062 -0.2347 -0.1914  -0.449
H -3.9995 -0.3050 -2.2797  0.353
H -5.7325 -0.5301 -2.0092  0.332
H -4.1523 2.0630 -1.6638  0.272
H -5.4791 1.7887 -2.7912  0.338
H -5.8950 2.9336 -0.3395  0.324
H -7.1163 1.8388 -1.0439  0.368
H -4.7206 -1.2809 0.0898  0.334
H -3.6249 0.1325 0.1164  0.273
Be 6.1997 7.8041 -0.8702  0.241
C -4.5410 -6.8245 0.5129  0.651
O -4.6379 -7.4556 -0.5671  -0.771
O -3.2270 -6.4818 0.7808  -0.376
O -5.4008 -6.4754 1.3388  -0.760
H -2.9040 -6.9034 -0.0364  0.249
Na 6.6441 5.4971 -1.3898  0.622
Br -2.5051 1.5128 9.4838  0.212
Li 3.6520 -7.2446 -6.0773  0.950

Output
Relative energy (zero: lowest compared OMol25 entry of this formula, charge and spin): 775.6 kJ/mol
Spin multiplicity: 1
Frontier orbital gap: 2.33 eV
Energy: -7565.43504 hartree
Charge: +1